# 1
DFT (the ωB97M-V functional and the def2-TZVPD basis) results for a structure of composition C36H36N5O2PPbS6 in a non-equilibrium geometry.

Summary:
total charge = 0
highest occupied orbital energy = -6.279 eV
E_LUMO = 0.30 eV
total energy = -4741.17988 hartree
gap between HOMO and LUMO = 0.24169 Ha

```
87
Properties=species:S:1:pos:R:3:forces:R:3:mulliken_charge:R:1
Pb -0.251 -0.610 0.034 0.1 0.6 -0.2 1.339
C 3.508 -2.137 -1.861 -0.1 -0.1 -0.2 -0.428
C 3.807 -1.036 -0.926 1.3 -0.1 0.2 0.459
N 2.967 -0.209 -0.426 -0.8 -0.1 -0.1 -0.029
C 3.560 0.754 0.335 1.0 -0.1 0.2 -0.025
C 4.918 0.636 0.440 -0.2 -0.1 -0.1 -0.613
S 5.478 -0.718 -0.450 -0.8 0.1 -0.1 -0.241
C 2.777 1.808 0.958 0.4 1.0 0.1 -0.217
C 3.226 3.083 1.162 -0.2 -0.1 0.1 -0.509
S 2.038 4.020 1.972 -0.1 -0.7 0.0 -0.243
C 0.995 2.601 1.983 0.4 1.0 0.1 0.436
N 1.517 1.578 1.418 -0.3 -0.7 0.0 0.220
C -0.321 2.634 2.649 -0.2 -0.1 0.2 -0.658
H 2.500 -2.512 -1.694 0.1 -0.1 -0.1 -0.272
H 4.228 -2.943 -1.750 0.0 -0.1 0.0 0.398
H 3.561 -1.765 -2.885 0.0 -0.1 -0.1 0.331
H 5.593 1.252 0.997 0.1 0.1 0.2 0.494
H 4.170 3.515 0.895 0.2 0.0 -0.2 0.495
H -0.727 3.641 2.651 -0.2 0.1 0.0 0.545
H -0.216 2.308 3.685 0.0 0.0 0.0 0.424
H -0.999 1.956 2.137 -0.1 0.0 -0.1 -0.300
O -3.838 -6.229 -2.403 -0.3 -0.4 -0.2 -0.594
C -3.218 -5.339 -1.898 0.3 0.3 0.2 0.566
S -1.464 -5.169 -2.016 0.1 0.1 0.0 -0.185
C -1.321 -3.648 -1.137 -0.4 -0.2 0.1 0.172
C -2.459 -3.127 -0.642 0.1 -0.3 -0.1 -0.143
S -2.646 -1.641 0.244 -0.3 -0.2 0.2 -0.686
S -3.940 -4.037 -0.944 0.0 0.1 0.0 -0.149
S 0.277 -2.966 -1.023 0.2 -0.4 -0.2 -0.661
C 3.157 -3.470 3.730 -0.2 -0.1 -0.1 -0.718
C 2.884 -3.495 2.234 0.1 -0.1 0.1 -0.657
N 1.946 -2.435 1.963 0.2 0.0 -0.1 0.414
C 0.881 -2.176 2.758 -0.3 0.6 0.0 0.179
N 0.007 -1.302 2.341 0.1 -0.2 0.0 0.379
C -1.057 -0.926 3.248 0.0 -0.3 0.0 -0.521
C -1.541 -2.152 4.008 0.2 0.2 0.0 -0.778
C -0.364 -2.683 4.811 -0.4 0.1 0.0 -0.785
N 0.823 -2.768 3.978 0.1 -0.2 0.0 0.262
C 1.832 -3.695 4.446 0.4 -0.1 0.1 -0.768
H 3.561 -2.494 4.004 0.1 0.0 0.0 0.299
H 3.871 -4.242 4.011 0.0 0.0 0.0 0.392
H 2.491 -4.476 1.935 0.1 0.0 0.0 0.287
H 3.791 -3.300 1.657 0.0 0.0 0.0 0.364
H 1.834 -2.139 1.005 0.1 -0.1 0.1 -0.658
H -1.863 -0.491 2.660 -0.1 0.1 0.0 0.258
H -0.691 -0.166 3.948 -0.1 0.1 0.1 0.117
H -1.870 -2.894 3.279 -0.1 0.0 0.0 0.250
H -2.376 -1.909 4.663 0.0 0.0 0.1 0.403
H -0.589 -3.683 5.201 0.1 0.1 0.0 0.443
H -0.160 -2.023 5.667 0.0 -0.1 -0.1 0.302
H 1.494 -4.730 4.283 0.0 0.1 0.1 0.343
H 1.951 -3.541 5.525 0.0 -0.1 -0.1 0.398
O -2.025 1.453 0.105 -0.1 -0.5 0.6 0.425
P -2.565 2.526 -0.761 -0.1 0.7 -0.5 0.314
C -3.511 3.700 0.262 0.3 -0.3 -0.3 0.450
C -4.312 3.097 1.226 0.0 -0.1 0.0 -0.536
C -5.040 3.870 2.110 -0.1 0.0 0.0 -0.740
C -4.963 5.252 2.039 0.1 0.1 0.0 -0.482
C -4.176 5.855 1.070 -0.1 0.2 0.0 -0.709
C -3.457 5.083 0.172 0.1 0.0 -0.1 -0.173
C -3.677 1.916 -2.055 0.3 0.2 0.3 0.285
C -4.108 0.599 -1.963 0.1 0.1 0.2 -0.209
C -4.970 0.091 -2.919 -0.1 -0.1 -0.1 -0.630
C -5.384 0.890 -3.970 0.0 -0.1 0.0 -0.505
C -4.937 2.199 -4.070 -0.1 0.2 -0.1 -0.723
C -4.096 2.724 -3.107 0.0 0.0 0.1 -0.262
C -1.188 3.399 -1.567 -0.6 -0.2 0.2 0.417
C -0.375 4.216 -0.793 0.0 0.1 0.0 -0.411
C 0.779 4.750 -1.338 0.1 0.1 0.1 -0.918
C 1.120 4.472 -2.652 0.0 0.0 0.0 -0.677
C 0.321 3.636 -3.414 0.1 0.0 -0.1 -0.820
C -0.824 3.086 -2.867 -0.1 0.0 -0.2 -0.616
H -4.341 2.017 1.271 0.0 -0.1 0.1 0.441
H -5.667 3.397 2.852 0.0 0.0 0.1 0.432
H -5.513 5.864 2.740 -0.1 0.0 0.0 0.399
H -4.122 6.933 1.012 0.0 0.1 0.0 0.419
H -2.850 5.556 -0.589 0.0 0.0 0.0 0.442
H -3.762 -0.016 -1.143 0.0 -0.1 -0.1 0.132
H -5.309 -0.931 -2.846 0.0 -0.1 0.0 0.490
H -6.054 0.496 -4.721 0.0 0.0 0.0 0.402
H -5.250 2.811 -4.902 0.0 0.1 -0.1 0.404
H -3.753 3.748 -3.165 0.0 0.1 -0.1 0.446
H -0.652 4.424 0.232 0.1 0.1 0.1 0.575
H 1.417 5.382 -0.738 0.0 0.1 0.1 0.504
H 2.014 4.902 -3.082 0.1 0.0 0.0 0.416
H 0.598 3.401 -4.431 0.0 0.0 -0.1 0.441
H -1.439 2.414 -3.448 0.0 0.0 -0.1 0.447
```
Positions in Å, forces in eV/Å.

=====

# 2
DFT (the ωB97M-V functional and the def2-TZVPD basis) results for a structure of composition C36H37MnNOP2 in a non-equilibrium geometry.

Summary:
total charge = +2
highest occupied orbital energy (alpha / beta) = -12.793 / -13.065 eV
energy relative to the best compared isomer or geometry (same formula, charge and spin) = 72.8 kcal per mole
E_LUMO (alpha / beta) = -6.30 / -6.78 eV
total energy = -3356.93390 hartree
multiplicity = 4
gap between HOMO and LUMO (alpha / beta) = 0.23875 / 0.23109 Ha

```
78
Properties=species:S:1:pos:R:3:forces:R:3:mulliken_charge:R:1
Mn -0.432 0.977 -1.238 1.9 -2.2 1.1 -0.007
C -1.968 1.147 -2.730 -0.9 -1.7 1.6 -0.063
C -1.758 -0.202 -2.272 -1.4 -0.4 -1.8 0.317
C -1.225 -1.252 -3.225 0.2 -0.6 0.5 -1.430
C 0.150 -0.881 -3.751 0.2 -0.3 -0.9 -1.248
C 0.955 -0.056 -2.739 1.0 0.9 -1.4 -0.108
C 0.909 1.358 -2.698 -0.2 0.0 -1.2 0.588
C 0.131 2.178 -3.724 -0.9 0.4 -0.8 -1.033
C -1.339 1.697 -3.956 0.3 0.8 -0.9 -1.327
C 1.747 0.091 3.097 -0.5 -0.5 0.8 -1.521
H -2.920 1.635 -2.403 1.1 -0.3 -0.1 0.621
H -2.474 -0.686 -1.589 0.1 0.8 -0.3 0.878
H -1.946 -1.471 -4.037 0.3 0.4 0.3 0.484
H -1.114 -2.207 -2.702 -0.2 0.0 0.2 0.165
H 0.699 -1.792 -4.045 -0.1 0.3 0.5 0.574
H -0.030 -0.411 -4.729 0.6 0.5 0.5 0.254
H 1.925 -0.569 -2.489 -1.2 0.7 0.4 0.797
H 1.683 1.945 -2.198 -0.1 -0.5 -0.1 -0.608
H 0.596 2.184 -4.717 0.4 -0.3 0.2 0.421
H 0.093 3.257 -3.487 0.1 -0.6 0.4 0.291
H -1.944 2.559 -4.265 0.3 -0.1 0.0 0.476
H -1.393 1.017 -4.822 0.0 0.0 0.5 0.318
H 1.053 0.916 3.260 0.3 -0.1 -0.1 0.423
H 2.607 0.190 3.768 -0.1 -0.1 -0.2 0.477
H 1.212 -0.858 3.321 0.4 0.5 0.0 0.394
P -1.784 -0.653 1.060 1.4 1.4 -0.5 1.585
P 2.298 -0.006 1.418 0.7 1.2 -1.3 1.788
C -0.258 -1.083 0.264 -0.9 0.0 0.3 -0.515
C 1.019 -0.441 0.244 -0.7 0.0 -1.3 -1.077
C -2.694 -2.201 1.481 0.2 -0.1 1.0 0.632
C -2.846 -3.109 0.426 0.2 0.2 -0.3 -0.175
C -3.552 -4.299 0.613 0.1 0.4 -0.2 -0.684
C -4.073 -4.632 1.856 0.0 0.4 -0.4 -0.655
C -3.867 -3.766 2.919 -0.1 0.2 0.6 -0.609
C -3.188 -2.564 2.758 0.5 0.6 -0.5 -0.405
C -3.026 0.502 0.333 -0.2 -0.2 0.1 1.020
C -2.547 1.787 -0.006 -0.1 0.1 0.8 -0.479
C -3.277 2.935 0.275 1.2 -0.2 -0.8 -1.126
C -4.621 2.782 0.487 -1.0 0.0 0.5 -0.557
C -5.185 1.497 0.433 0.0 0.3 0.4 -0.846
C -4.422 0.330 0.455 1.0 0.2 0.0 -0.739
C 3.750 -1.094 1.367 0.5 -0.7 0.2 0.168
C 3.548 -2.461 1.719 0.0 0.3 0.0 -0.309
C 4.637 -3.324 1.946 -0.7 1.2 -0.5 -0.810
C 5.925 -2.781 1.765 -0.1 -0.6 0.2 -0.343
C 6.173 -1.462 1.387 -0.7 0.6 -0.3 -0.764
C 5.071 -0.595 1.184 -0.3 -0.4 0.1 -0.118
C 2.827 1.644 0.847 0.0 0.9 0.1 0.049
C 2.629 2.758 1.690 0.2 -0.1 -0.1 -0.776
C 2.843 4.059 1.202 0.1 -0.3 0.3 -0.750
C 3.219 4.278 -0.123 -0.3 -0.4 -0.1 -0.704
C 3.390 3.193 -0.987 0.0 -0.2 0.7 -0.502
C 3.253 1.892 -0.475 0.0 -0.3 -0.5 -0.171
H -0.335 -2.050 -0.248 -0.1 0.5 -0.3 0.587
H 1.537 -0.749 -0.685 0.1 -0.2 1.0 0.821
H -2.396 -2.891 -0.549 -0.4 -0.1 0.2 0.152
H -3.711 -4.939 -0.241 0.1 -0.1 0.0 0.455
H -4.661 -5.533 1.975 0.1 0.0 0.1 0.421
H -4.269 -4.016 3.900 0.2 0.1 -0.2 0.433
H -3.001 -1.904 3.607 -0.3 -0.2 -0.1 0.332
H -1.650 2.022 -0.603 0.0 0.5 1.2 0.577
H -2.744 3.897 0.268 -0.6 -0.4 -0.3 0.504
H -5.207 3.692 0.689 0.0 -0.8 -0.2 0.437
H -6.241 1.403 0.511 -0.7 0.0 0.0 0.508
H -4.858 -0.682 0.541 0.2 0.8 0.2 0.481
H 2.504 -2.820 1.798 0.7 0.0 0.1 0.315
H 4.435 -4.372 2.224 0.4 0.7 -0.2 0.404
H 6.758 -3.449 1.920 0.2 0.0 0.0 0.403
H 7.205 -1.076 1.228 -1.0 -0.5 0.2 0.391
H 5.238 0.446 0.874 -0.1 -0.5 0.3 0.346
H 2.355 2.605 2.745 0.1 0.3 -0.6 0.345
H 2.726 4.903 1.879 0.0 -0.2 -0.2 0.461
H 3.358 5.285 -0.501 0.0 0.0 0.1 0.442
H 3.595 3.373 -2.051 0.2 -0.2 0.6 0.487
H 3.456 1.064 -1.174 -0.2 0.3 0.5 0.571
O -1.989 0.536 4.333 0.7 0.5 -1.0 -0.442
C -1.523 0.634 3.271 -0.5 -0.6 0.0 0.660
N -1.039 0.667 2.120 -1.8 -2.0 0.8 -0.353
```
Positions in Å, forces in eV/Å.

=====

# 3
DFT (the ωB97M-V functional and the def2-TZVPD basis) results for a cluster of 2 separate species, C36H37N2O in total in a non-equilibrium geometry.

Summary:
total charge = +1
highest occupied orbital energy = -9.208 eV
energy relative to the best compared isomer or geometry (same formula, charge and spin) = 0.0 kcal per mole
E_LUMO = -4.77 eV
total energy = -1578.51138 hartree
gap between HOMO and LUMO = 0.16326 Ha

```
76
Properties=species:S:1:pos:R:3:forces:R:3:mulliken_charge:R:1
C 4.824 -1.099 0.490 0.3 0.2 0.1 -0.605
C 4.654 -1.508 -0.818 0.2 0.1 0.0 -0.852
C 3.563 -2.268 -1.166 -0.4 -0.3 0.3 -0.014
C 2.630 -2.660 -0.199 0.5 0.3 -0.2 0.258
C 1.428 -3.418 -0.519 -1.1 0.2 -0.9 -1.202
C 0.533 -3.103 -1.507 0.0 -0.7 2.0 0.540
N -0.702 -3.764 -1.599 -0.2 -0.5 -1.0 0.062
C -1.125 -4.712 -0.543 0.5 0.5 -0.4 -0.589
C -2.328 -5.558 -0.953 -0.1 0.1 -0.4 -0.797
O -3.377 -4.776 -1.503 -0.1 0.3 0.3 -0.366
C -2.951 -4.045 -2.642 0.2 -0.3 0.2 -0.771
C -1.810 -3.090 -2.307 0.4 -0.1 0.2 -0.294
C 0.773 -1.918 -2.357 -0.2 0.2 -0.5 -0.654
C 0.885 -0.656 -1.780 -0.2 -0.5 0.2 0.184
C 1.124 0.454 -2.555 0.0 0.1 -0.1 -0.798
C 1.255 0.318 -3.923 0.0 0.3 -0.2 -0.578
C 1.138 -0.925 -4.515 0.0 0.1 -0.3 -0.870
C 0.893 -2.035 -3.739 0.0 -0.1 0.4 0.169
C 2.842 -2.262 1.125 -0.3 -0.3 -0.4 -0.544
C 3.916 -1.475 1.460 0.2 0.1 0.1 -0.498
H 5.677 -0.501 0.760 0.2 0.1 0.0 0.429
H 5.382 -1.238 -1.565 0.1 0.1 -0.1 0.435
H 3.418 -2.569 -2.189 0.0 -0.1 -0.2 0.589
H 1.171 -4.203 0.166 0.0 -0.1 0.3 0.293
H -0.289 -5.383 -0.318 -0.2 0.0 -0.1 0.403
H -1.344 -4.139 0.364 -0.1 0.0 0.2 0.371
H -2.038 -6.310 -1.696 0.2 0.0 0.0 0.374
H -2.746 -6.098 -0.094 0.2 0.3 -0.1 0.348
H -2.650 -4.762 -3.416 0.2 0.1 -0.1 0.363
H -3.826 -3.504 -3.024 0.3 0.0 0.2 0.333
H -2.164 -2.268 -1.676 -0.3 0.1 0.0 0.277
H -1.418 -2.642 -3.226 -0.2 -0.2 0.2 0.298
H 0.796 -0.566 -0.712 0.0 0.0 0.3 0.712
H 1.200 1.424 -2.091 0.1 0.2 0.1 0.567
H 1.438 1.187 -4.531 0.1 0.2 -0.2 0.446
H 1.221 -1.024 -5.585 0.1 0.0 -0.1 0.434
H 0.785 -3.004 -4.193 0.0 -0.3 -0.1 0.574
H 2.123 -2.548 1.873 -0.2 -0.1 0.2 0.431
H 4.052 -1.161 2.481 0.1 0.0 0.2 0.548
C -0.562 4.420 -1.863 -0.1 0.1 -0.2 -1.767
C -1.328 3.699 -0.823 -1.5 -0.3 -0.6 0.029
N -2.650 3.363 -0.939 1.5 0.5 0.0 0.309
C -3.508 3.674 -2.075 0.2 0.2 -0.1 -0.966
C -3.076 2.668 0.208 0.6 -0.5 1.1 0.054
C -1.962 2.550 1.057 -0.6 -0.2 0.4 1.292
C -2.065 1.813 2.240 0.2 0.2 -0.5 -0.244
C -3.275 1.265 2.582 -0.3 -0.1 0.0 -0.949
C -4.394 1.431 1.764 0.2 0.0 0.3 -0.753
C -4.307 2.117 0.575 0.2 0.5 -0.8 -1.095
C -0.850 3.234 0.423 1.9 -0.2 1.4 1.625
C 0.484 3.312 0.878 -1.8 -0.4 -0.7 -0.246
C 0.988 2.921 2.171 0.2 -0.1 0.7 -0.154
C 0.355 3.279 3.382 0.0 0.0 -0.5 -0.881
C 0.825 2.827 4.591 0.1 0.1 0.0 -0.370
C 1.932 1.984 4.658 0.0 -0.2 -0.1 1.025
C 2.371 1.411 5.964 0.3 -0.1 0.2 -1.511
C 2.594 1.660 3.477 -0.1 0.0 0.3 -0.728
C 2.161 2.139 2.266 -0.5 0.5 -0.5 -0.885
H 0.476 4.570 -1.573 -0.1 0.0 0.1 0.375
H -0.561 3.864 -2.800 -0.1 0.0 -0.1 0.408
H -0.989 5.404 -2.054 -0.1 0.0 -0.1 0.437
H -4.511 3.284 -1.916 0.1 0.0 0.1 0.349
H -3.569 4.754 -2.195 0.0 0.0 -0.1 0.337
H -3.106 3.233 -2.986 0.0 0.0 0.0 0.329
H -1.196 1.671 2.856 0.0 -0.1 0.2 0.416
H -3.356 0.702 3.497 -0.1 -0.1 0.1 0.472
H -5.340 1.028 2.083 -0.2 -0.1 -0.1 0.432
H -5.175 2.239 -0.048 -0.2 0.0 -0.1 0.319
H 1.224 3.602 0.152 0.2 0.1 -0.2 0.389
H -0.511 3.917 3.350 -0.2 0.2 0.0 0.576
H 0.337 3.117 5.507 -0.1 0.1 0.1 0.459
H 3.283 0.820 5.856 -0.1 0.1 0.0 0.358
H 2.574 2.198 6.693 -0.1 0.0 0.0 0.365
H 1.600 0.756 6.377 0.0 0.1 0.0 0.336
H 3.453 1.012 3.525 0.2 -0.1 -0.1 0.337
H 2.684 1.868 1.365 0.2 -0.1 -0.2 0.514
```
Positions in Å, forces in eV/Å.